# 1
134
Properties=species:S:1:pos:R:3 method="wB97M-V/def2-TZVPD" de_lowest_kj_mol=0.0 lumo_energy_ev=-0.7
C 0.33878 6.89736 0.72063
N 0.40476 5.38811 0.61834
C 1.10186 5.09011 -0.68996
C 1.32573 4.88883 1.72557
C -0.97310 4.80521 0.73885
C -1.05643 3.31718 0.48386
O -0.56216 2.59094 1.56457
H -0.28151 7.22730 -0.11091
H 1.33263 7.32058 0.65036
H -0.23112 7.07392 1.63056
H 2.15377 5.32507 -0.55050
H 0.67337 5.63519 -1.52304
H 1.06414 4.00862 -0.80172
H 1.34676 3.80465 1.65368
H 0.76110 5.12645 2.62684
H 2.26488 5.42013 1.64937
H -1.57960 5.32891 -0.00077
H -1.30873 5.08984 1.73561
H -0.62854 3.02531 -0.48279
H -2.13347 3.15879 0.31184
H -0.42346 1.66778 1.22048
C 1.75510 -0.06802 -1.24809
F 2.15702 0.94940 -0.48503
F 2.02285 0.26284 -2.49960
F 2.37840 -1.14259 -0.87579
S -0.12091 -0.31295 -1.13619
O -0.71456 0.65741 -2.03737
O -0.21267 -1.70347 -1.51406
N -0.45292 0.04422 0.50539
S -1.41107 -1.10034 0.93536
O -2.65543 -1.11907 0.18264
O -0.76255 -2.39200 1.04538
C -1.92731 -0.66882 2.72143
F -0.97732 -0.99170 3.57549
F -2.25694 0.62354 2.81278
F -3.03081 -1.37046 2.95950
C 6.12820 0.97237 -1.46576
O 7.02056 1.74435 -1.75735
N 6.16870 -0.05644 -0.59202
C 7.39527 -0.35916 0.10311
C 5.06351 -0.98011 -0.43330
H 5.22041 0.91775 -2.10272
H 8.28439 0.06690 -0.34959
H 7.60749 -1.43499 0.00313
H 7.31539 -0.25007 1.18605
H 4.80122 -1.07218 0.62624
H 4.13315 -0.63531 -0.87771
H 5.32974 -1.98865 -0.74965
C 2.11657 4.26338 -4.54672
O 2.14572 5.01244 -3.57898
N 2.70263 3.05532 -4.62338
C 2.52897 2.17223 -5.76039
C 3.50459 2.61379 -3.49922
H 1.56064 4.50800 -5.46948
H 3.37455 2.23303 -6.45345
H 1.70244 2.44586 -6.41619
H 2.41362 1.16382 -5.36936
H 3.78209 3.41156 -2.82258
H 2.95059 1.89386 -2.87753
H 4.32387 1.96554 -3.81279
C 3.90217 -5.08716 -3.99492
O 4.65070 -5.08838 -3.03789
N 2.82656 -4.28328 -4.10823
C 1.90973 -4.40687 -5.22925
C 2.42491 -3.30705 -3.11617
H 4.03501 -5.69509 -4.90292
H 0.85237 -4.46455 -4.97907
H 2.11843 -5.27132 -5.86182
H 2.11455 -3.54479 -5.87639
H 2.90372 -3.48040 -2.15509
H 2.63767 -2.28801 -3.44317
H 1.35974 -3.37549 -2.89193
C -5.76432 -1.32689 4.02671
C -6.79061 -1.60497 5.04314
O -6.53764 -2.11202 6.11964
C -8.19239 -1.12001 4.76926
H -4.77536 -1.48490 4.44364
H -5.93481 -0.33565 3.60737
H -5.81007 -2.05498 3.21027
H -8.27544 -0.11541 5.20617
H -9.01957 -1.64703 5.23431
H -8.30753 -0.93836 3.69814
C -2.09747 2.79779 -3.93100
C -1.33317 2.31645 -5.11785
O -1.03447 3.10441 -5.99800
C -0.78125 0.90388 -5.19402
H -2.89190 2.07878 -3.70125
H -2.45090 3.81172 -4.08626
H -1.50190 2.73925 -3.01468
H -1.38695 0.24379 -4.56995
H 0.26280 0.88056 -4.90482
H -0.98166 0.56048 -6.20900
C -1.30890 -4.80387 3.52115
C -1.69557 -4.06998 4.78803
O -0.85017 -3.56139 5.49062
C -3.17050 -3.79348 5.00530
H -1.86434 -5.74042 3.41336
H -0.27405 -5.13620 3.54327
H -1.54534 -4.14412 2.68595
H -3.44732 -3.36589 4.04302
H -3.34223 -3.14480 5.86048
H -3.74849 -4.69445 5.21591
C -2.95986 -4.98145 -0.57618
C -1.72209 -5.71281 -1.03869
O -1.10314 -6.39912 -0.25661
C -1.28326 -5.52431 -2.46455
H -2.63756 -4.01825 -0.17154
H -3.42528 -5.55612 0.21996
H -3.62864 -4.81038 -1.41913
H -0.84848 -4.52330 -2.55242
H -2.18641 -5.59663 -3.07114
H -0.49608 -6.20563 -2.77786
C 2.34035 1.06066 2.68617
C 2.86830 -0.31838 3.06060
O 3.80192 -0.80576 2.46620
C 2.02532 -1.13186 4.04601
H 1.79679 1.46361 3.53718
H 1.75389 0.91064 1.78238
H 3.16928 1.70554 2.38980
H 1.45232 -0.44909 4.66189
H 2.77756 -1.69273 4.59869
H 1.40426 -1.79887 3.45133
C -0.75005 1.43416 5.54629
C -1.11966 2.06120 6.80618
N -1.42448 2.54038 7.80042
H 0.31103 1.20706 5.58910
H -1.02402 2.10384 4.73120
H -1.37629 0.55087 5.43762
C -4.62693 1.02194 -0.94617
C -5.51284 0.44225 0.06314
N -6.24260 0.01944 0.83955
H -4.01100 1.77107 -0.44835
H -5.18459 1.52143 -1.73512
H -3.97668 0.23915 -1.33109



# 2
141
Properties=species:S:1:pos:R:3 method="wB97M-V/def2-TZVPD" lumo_energy_ev=-6.6 total_charge=+1
C -1.34932 1.88289 -4.62146
C -2.35524 2.92365 -4.10695
C -3.72121 2.23271 -3.91323
C -4.72275 2.96312 -2.99313
C -4.11660 3.19221 -1.61208
C -2.81086 4.11458 -1.71697
N -1.86813 3.59820 -2.77811
O -0.49327 3.64017 -2.66682
C -2.21172 4.01382 -0.29193
C -3.21883 5.60117 -2.14878
C -2.59829 4.07195 -5.15510
H -1.01948 1.32373 -3.74588
H -0.44690 2.35262 -5.01273
H -1.79510 1.28006 -5.41265
H -3.57939 1.26493 -3.43223
H -4.17361 1.97597 -4.87110
H -5.68750 2.47001 -2.87397
H -5.01778 3.89488 -3.47572
H -3.74200 2.28459 -1.13879
H -4.85714 3.80982 -1.10389
H -2.61504 4.52633 0.58143
H -1.19523 4.37191 -0.12881
H -2.05385 2.99576 0.06410
H -2.39595 6.31502 -2.11165
H -4.04441 5.90253 -1.50403
H -3.54456 5.60896 -3.18894
H -1.78203 4.78800 -5.25030
H -3.56211 4.54243 -4.96073
H -2.55285 3.60013 -6.13664
C -5.48303 -3.07328 1.59181
C -4.20376 -2.88563 0.70563
C -2.89781 -2.76187 1.60615
C -2.70053 -4.11001 2.35041
C -2.48563 -5.25655 1.39173
C -3.68161 -5.49878 0.42290
N -4.14948 -4.20438 -0.18053
O -4.61369 -4.30902 -1.52543
C -4.80163 -6.25088 1.13968
C -3.01660 -6.37931 -0.71952
C -4.30645 -1.61790 -0.21375
H -5.77259 -2.20823 2.18843
H -5.59731 -3.90850 2.28278
H -6.24483 -3.25155 0.83288
H -3.26781 -1.92781 2.20241
H -2.04798 -2.44366 1.00230
H -3.61289 -4.31670 2.90986
H -1.95073 -3.95007 3.12521
H -2.31864 -6.20109 1.90948
H -1.59876 -4.92812 0.84982
H -5.02323 -5.95034 2.16372
H -4.47357 -7.28501 1.24483
H -5.62739 -6.35505 0.43585
H -2.52449 -7.27459 -0.33951
H -2.28880 -5.77646 -1.26264
H -3.86741 -6.79656 -1.25813
H -3.39072 -1.60903 -0.80492
H -4.42104 -0.65931 0.29227
H -5.16575 -1.68525 -0.88096
C 2.77286 0.81958 1.90004
C 3.03779 -0.64137 2.51757
C 2.32523 -0.80578 3.93994
C 2.21580 -2.30275 4.36743
C 1.43801 -3.01687 3.26112
C 2.10636 -3.05985 1.91973
N 2.52501 -1.65191 1.47779
O 3.07962 -1.48186 0.19176
C 1.06820 -3.55762 0.80737
C 3.36731 -4.02665 1.98775
C 4.56263 -0.85269 2.66147
H 3.48106 1.47639 2.40519
H 1.82499 1.25756 2.21279
H 2.95774 0.81769 0.82583
H 1.28057 -0.49889 3.88885
H 2.89349 -0.35458 4.75331
H 1.60737 -2.26578 5.27105
H 3.14109 -2.80046 4.65767
H 0.44655 -2.58669 3.11949
H 1.35366 -4.05300 3.58882
H 0.27798 -2.81646 0.68756
H 0.49138 -4.45750 1.02094
H 1.46990 -3.78572 -0.17990
H 3.22864 -5.01063 2.43568
H 4.22259 -3.67932 2.56736
H 3.57210 -4.17804 0.92791
H 4.76887 -1.89950 2.88448
H 5.00829 -0.16200 3.37731
H 5.00680 -0.60403 1.69764
C 6.98895 2.21632 2.69847
C 6.78408 1.78878 1.22600
C 5.94533 2.71290 0.33119
N 5.84037 2.20163 -1.13369
C 7.15358 2.29475 -1.88152
C 4.78962 3.11968 -1.90314
C 3.58271 2.30428 -2.24968
C 4.04306 0.89076 -2.35150
C 5.16564 0.79668 -1.31095
H 7.71544 3.02889 2.70448
H 7.59239 1.44411 3.17563
H 6.11555 2.45081 3.30698
H 6.33960 0.79451 1.27030
H 7.78551 1.76032 0.79652
H 6.34342 3.72568 0.26861
H 4.94513 2.66286 0.76152
H 7.07645 1.80549 -2.85249
H 7.90795 1.71767 -1.34672
H 7.42604 3.34968 -1.84998
H 5.34103 3.44459 -2.78545
H 4.70695 4.04334 -1.33034
H 3.09072 2.71773 -3.13007
H 2.79169 2.29907 -1.49976
H 4.44463 0.81553 -3.36205
H 3.13356 0.29332 -2.28845
H 5.98027 0.10424 -1.52311
H 4.79391 0.57976 -0.30951
N -3.33279 5.17434 3.62162
S -2.59370 3.95762 3.80571
O -3.18873 2.73580 3.30733
O -1.56988 3.90314 4.87829
F -1.56948 4.31400 2.62452
S -4.44313 4.80133 4.87355
O -3.91361 4.64727 6.24764
O -5.67121 4.13177 4.49023
F -4.93792 6.36740 4.90484
N -0.21335 -0.58260 1.07874
S -1.07644 0.33140 1.90177
O -2.43414 0.47499 1.51455
O -0.49990 1.50060 2.50671
F -1.24207 -0.74098 3.07154
S -0.31702 0.46209 -0.27204
O 0.54247 1.58196 -0.40080
O -1.63139 0.54216 -0.96499
F 0.47139 -0.50458 -1.23331
N 0.86947 -2.75364 -5.13073
S 1.40291 -1.92854 -3.95136
O 1.73101 -2.61418 -2.72651
O 0.95339 -0.51258 -3.87386
F 2.80097 -1.83520 -4.59016
S -0.67002 -2.75096 -4.45967
O -1.36113 -1.48399 -4.57771
O -1.02521 -3.55414 -3.29082
F -1.37061 -3.51634 -5.71600



# 3
128
Properties=species:S:1:pos:R:3 method="wB97M-V/def2-TZVPD" lumo_energy_ev=0.4
C -3.19493 -1.81314 2.07670
C -2.88117 -1.12239 0.72514
C -1.33823 -0.94547 0.43622
C -0.86254 0.46452 0.91251
C -0.36537 0.28866 2.38274
C 0.02870 1.30156 -0.05719
C -0.69354 1.32618 -1.44728
N -2.18501 1.40900 -1.35630
C -2.67228 2.46139 -2.25771
N 0.12137 2.66755 0.46504
O -0.84169 3.54084 -0.06443
C 1.54445 0.77684 -0.25828
C 2.59813 1.65707 0.54430
C 2.58765 1.55756 2.06674
C 3.05613 0.34355 2.88222
N 2.21830 2.60531 2.70825
C 2.07316 0.87382 -1.73796
P 2.31612 2.51568 -2.53190
O 3.76582 2.81140 -2.71882
O 1.60577 3.81325 -1.84955
O 1.65835 2.40911 -4.05327
O 1.66268 -0.52210 0.31991
C 2.09506 -1.61453 -0.45505
C 1.10230 -2.21417 -1.49418
C 1.83520 -3.13675 -2.52147
C 2.38294 -2.75900 0.58481
C 3.86514 -2.55532 1.08006
C 4.90877 -3.18083 0.12711
C 6.36915 -2.97331 0.66475
C 7.04643 -1.67319 0.17177
O 6.17943 -0.54123 0.11030
C 6.85938 0.67784 0.39624
C 6.54148 1.81539 -0.59839
H -2.63695 -2.75276 2.22783
H -4.26604 -2.10920 2.04567
H -3.12200 -1.13811 2.94849
H -3.43968 -0.18216 0.58753
H -3.24982 -1.81304 -0.06471
H -1.21968 -1.13938 -0.63984
H -0.84180 -1.76524 0.99074
H -1.78892 1.05381 1.04467
H 0.41067 -0.48738 2.48568
H -1.23513 -0.09280 2.95158
H -0.06701 1.22541 2.87870
H -0.49579 0.39136 -2.00529
H -0.39152 2.18821 -2.06242
H -2.55977 0.51928 -1.67629
H -2.53003 3.45625 -1.80573
H -3.76500 2.32748 -2.38239
H -2.21972 2.41158 -3.27447
H 0.05319 2.73260 1.47542
H -0.40007 4.40017 -0.11294
H 2.59846 2.71042 0.24883
H 3.57655 1.24522 0.21029
H 4.15629 0.22917 2.84548
H 2.79890 0.46445 3.95241
H 2.57473 -0.59889 2.57437
H 2.26825 2.43750 3.71452
H 3.10880 0.48221 -1.71335
H 1.53883 0.23095 -2.45409
H 2.29471 4.22794 -1.30161
H 0.71402 2.62072 -3.91392
H 3.07143 -1.50511 -0.97590
H 0.50351 -1.48404 -2.06325
H 0.38463 -2.86076 -0.95400
H 2.14839 -4.07446 -2.02228
H 2.76955 -2.64709 -2.85433
H 1.18306 -3.42410 -3.35888
H 1.73940 -2.65195 1.47474
H 2.24868 -3.74797 0.11583
H 4.03229 -1.46320 1.05112
H 3.98408 -2.90729 2.12103
H 4.72022 -4.25482 -0.06151
H 4.89037 -2.68535 -0.86479
H 6.38487 -2.99992 1.76681
H 6.97358 -3.80162 0.24651
H 7.90870 -1.48607 0.84757
H 7.49858 -1.78630 -0.83926
H 6.55665 1.02789 1.40729
H 7.96035 0.56827 0.42360
H 7.24324 2.64087 -0.35399
H 5.53399 2.23889 -0.49397
H 6.75056 1.54066 -1.64638
C 1.44693 -3.44740 5.04890
C 1.25557 -4.44666 3.92623
O 0.56373 -5.61537 4.38312
C -0.76085 -5.48647 4.49065
O -1.40287 -4.50296 4.22720
O -1.25205 -6.63954 4.95379
C -2.66146 -6.62122 5.18431
H 1.93120 -3.92198 5.90418
H 2.05873 -2.60741 4.71501
H 0.48832 -3.05899 5.39490
H 2.22860 -4.78530 3.56939
H 0.73452 -4.00062 3.07779
H -3.20083 -6.28524 4.29997
H -2.89304 -5.98230 6.03638
H -2.96329 -7.64038 5.41445
C -4.74259 4.20657 1.89768
C -4.42299 2.72628 1.91058
O -4.72126 2.14134 3.18708
C -6.00706 1.86074 3.40288
O -6.91439 2.03833 2.63219
O -6.11780 1.35480 4.63625
C -7.46000 1.07040 5.03005
H -4.24372 4.71215 2.72655
H -4.42002 4.65929 0.95947
H -5.81375 4.37735 2.01296
H -3.35461 2.58150 1.74885
H -4.94535 2.19511 1.11362
H -7.96132 0.44200 4.29539
H -8.01216 1.99880 5.17606
H -7.41166 0.53560 5.97593
C -5.46166 4.11259 -8.22649
C -5.44322 2.85379 -7.38387
O -4.43808 1.93774 -7.83915
C -3.19263 2.21453 -7.44846
O -2.85401 3.13689 -6.75320
O -2.37984 1.29466 -7.97712
C -0.99623 1.50013 -7.68695
H -5.55995 3.86261 -9.28430
H -6.29217 4.75663 -7.93557
H -4.53404 4.67424 -8.11176
H -6.39459 2.33119 -7.48012
H -5.30231 3.08091 -6.32625
H -0.82998 1.60702 -6.61595
H -0.62803 2.37703 -8.21892
H -0.45555 0.62427 -8.03786



no.,HOMO (eV)
1,-9.04
2,-9.60
3,-8.44